(1)
{"formula": "C38H53N4OP2Sn", "method": "the ωB97M-V functional and the def2-TZVPD basis", "symbols": ["C", "C", "C", "C", "C", "H", "H", "H", "N", "P", "P", "C", "H", "H", "C", "O", "C", "H", "C", "C", "C", "C", "C", "H", "H", "H", "C", "H", "H", "H", "C", "H", "H", "H", "C", "H", "H", "H", "C", "H", "H", "H", "C", "H", "H", "H", "C", "H", "H", "H", "C", "H", "H", "H", "C", "H", "H", "H", "C", "H", "H", "H", "C", "H", "H", "H", "C", "H", "H", "H", "Sn", "N", "C", "C", "C", "C", "C", "H", "C", "H", "C", "H", "H", "H", "N", "C", "N", "C", "C", "C", "C", "C", "C", "H", "H", "H", "H", "H", "H"], "coordinates": [[2.537, 0.596, -1.127], [1.180, 2.358, -0.344], [3.520, 1.484, -1.558], [2.252, 3.265, -0.565], [3.412, 2.829, -1.173], [4.348, 1.111, -2.158], [2.093, 4.291, -0.241], [4.229, 3.519, -1.367], [1.482, 1.017, -0.408], [1.824, -1.858, -0.078], [-1.736, 2.111, 0.025], [2.549, -0.889, -1.471], [1.933, -1.062, -2.370], [3.561, -1.235, -1.724], [-2.401, -1.953, 0.266], [-3.481, -1.978, -0.118], [-0.145, 2.818, -0.149], [-0.205, 3.901, 0.056], [-2.521, 2.996, -1.549], [-2.616, 2.778, 1.650], [1.274, -3.527, -0.734], [3.220, -1.892, 1.184], [-3.519, 1.947, -2.057], [-4.314, 1.752, -1.323], [-3.996, 2.292, -2.985], [-3.024, 0.995, -2.269], [-3.192, 4.340, -1.256], [-4.037, 4.300, -0.562], [-2.462, 5.075, -0.894], [-3.581, 4.735, -2.209], [-1.427, 3.318, -2.575], [-1.895, 3.642, -3.515], [-0.797, 4.145, -2.225], [-0.784, 2.462, -2.797], [-4.090, 2.360, 1.491], [-4.174, 1.279, 1.305], [-4.632, 2.585, 2.421], [-4.599, 2.889, 0.676], [-2.016, 2.065, 2.869], [-2.044, 0.973, 2.786], [-0.977, 2.372, 3.046], [-2.598, 2.350, 3.760], [-2.467, 4.280, 1.906], [-2.898, 4.919, 1.132], [-3.004, 4.505, 2.840], [-1.417, 4.564, 2.055], [2.837, -2.842, 2.330], [3.625, -2.790, 3.097], [1.890, -2.544, 2.803], [2.764, -3.890, 2.007], [3.421, -0.478, 1.756], [3.817, 0.223, 1.010], [2.491, -0.071, 2.167], [4.151, -0.536, 2.579], [4.539, -2.320, 0.522], [5.310, -2.357, 1.307], [4.486, -3.311, 0.061], [4.870, -1.597, -0.233], [0.534, -3.332, -2.070], [1.210, -2.988, -2.864], [0.124, -4.304, -2.383], [-0.298, -2.621, -1.990], [0.321, -4.171, 0.292], [-0.613, -3.599, 0.404], [0.067, -5.179, -0.068], [0.784, -4.275, 1.283], [2.497, -4.424, -0.959], [3.228, -3.964, -1.638], [2.993, -4.708, -0.022], [2.154, -5.357, -1.433], [-0.159, -0.300, 0.465], [-0.736, -0.149, -1.679], [-0.720, 0.323, -2.769], [-0.827, 0.160, -4.201], [-1.510, -0.969, -4.703], [-0.232, 1.081, -5.090], [-1.662, -1.149, -6.081], [-1.894, -1.711, -3.995], [-0.400, 0.917, -6.468], [0.378, 1.892, -4.685], [-1.123, -0.187, -6.952], [-2.189, -2.036, -6.461], [0.045, 1.645, -7.159], [-1.267, -0.309, -8.027], [0.928, 0.059, 5.324], [1.060, 0.552, 4.073], [0.392, -0.201, 3.195], [-0.225, -1.218, 3.918], [-1.037, -2.281, 3.495], [-1.423, -3.224, 4.461], [-1.055, -3.076, 5.807], [-0.277, -1.987, 6.234], [0.116, -1.076, 5.267], [1.345, 0.459, 6.155], [1.645, 1.442, 3.855], [-1.354, -2.314, 2.443], [-2.026, -4.085, 4.160], [-1.387, -3.822, 6.528], [0.027, -1.827, 7.265]], "total_charge": 3, "energy_ev": -72657.3672, "lumo_ev": [-10.57, -10.13], "fmax_ev_per_a": 4.289, "e_above_lowest_kcal_mol": 0.0, "orbital_gap_ev": [5.1, 5.6]}

(2)
{"formula": "C38H54AlAsN2PS2Si", "method": "the ωB97M-V functional and the def2-TZVPD basis", "symbols": ["Al", "S", "C", "C", "C", "C", "C", "C", "As", "C", "C", "C", "C", "C", "C", "C", "C", "C", "C", "C", "C", "H", "H", "H", "H", "H", "H", "H", "H", "H", "H", "H", "H", "H", "H", "C", "Si", "C", "C", "H", "H", "H", "H", "H", "H", "H", "H", "H", "C", "P", "C", "C", "C", "C", "C", "C", "C", "H", "H", "H", "H", "H", "H", "H", "H", "H", "H", "H", "C", "C", "C", "C", "N", "C", "S", "N", "C", "C", "C", "C", "H", "H", "H", "H", "H", "H", "H", "H", "H", "H", "H", "H", "H", "H", "H", "H", "H", "H", "H", "H"], "coordinates": [[0.071, 0.088, 0.403], [2.253, 0.292, -0.096], [3.227, -1.195, -0.059], [4.598, -1.025, 0.145], [5.448, -2.116, 0.111], [4.951, -3.392, -0.127], [3.592, -3.567, -0.323], [2.727, -2.475, -0.296], [0.821, -2.681, -0.486], [0.590, -4.205, 0.699], [0.450, -5.521, 0.276], [0.359, -6.546, 1.212], [0.417, -6.262, 2.569], [0.570, -4.948, 2.994], [0.655, -3.925, 2.062], [0.663, -3.447, -2.260], [1.639, -3.176, -3.214], [1.504, -3.662, -4.508], [0.395, -4.420, -4.856], [-0.592, -4.675, -3.913], [-0.465, -4.181, -2.621], [4.988, -0.032, 0.330], [6.509, -1.969, 0.274], [5.619, -4.243, -0.153], [3.195, -4.561, -0.494], [0.424, -5.763, -0.778], [0.252, -7.570, 0.877], [0.350, -7.062, 3.294], [0.626, -4.721, 4.052], [0.786, -2.904, 2.403], [2.520, -2.605, -2.944], [2.277, -3.462, -5.240], [0.301, -4.816, -5.860], [-1.458, -5.270, -4.179], [-1.240, -4.394, -1.894], [-3.289, 0.508, 1.642], [-1.820, -0.675, 1.804], [-2.375, -2.312, 1.031], [-1.623, -1.017, 3.635], [-4.218, -0.058, 1.769], [-3.336, 1.066, 0.700], [-3.264, 1.258, 2.437], [-3.453, -2.448, 1.168], [-1.882, -3.140, 1.548], [-2.154, -2.412, -0.033], [-2.615, -1.235, 4.044], [-1.217, -0.166, 4.187], [-0.985, -1.881, 3.822], [1.212, 3.222, 1.874], [0.211, 2.648, 0.465], [1.039, 3.398, -0.966], [-1.341, 3.564, 0.651], [-2.051, 3.414, 1.841], [-3.227, 4.114, 2.055], [-3.711, 4.968, 1.073], [-3.017, 5.116, -0.119], [-1.834, 4.420, -0.331], [1.182, 4.310, 1.936], [2.237, 2.880, 1.735], [0.834, 2.802, 2.807], [1.117, 4.478, -0.830], [0.493, 3.179, -1.883], [2.035, 2.967, -1.047], [-1.677, 2.748, 2.613], [-3.765, 3.995, 2.987], [-4.624, 5.523, 1.240], [-3.393, 5.781, -0.887], [-1.306, 4.547, -1.267], [-4.298, 1.513, -4.492], [-4.498, 0.440, -5.561], [-3.268, -0.416, -5.867], [-2.867, -1.397, -4.767], [-2.049, -0.759, -3.723], [-2.240, -0.458, -2.443], [-0.981, 0.527, -1.746], [-3.315, -0.733, -1.714], [-4.570, -1.423, -2.033], [-5.529, -1.253, -0.865], [-6.096, 0.166, -0.774], [-7.182, 0.437, -1.810], [-5.202, 2.111, -4.371], [-3.487, 2.193, -4.768], [-4.055, 1.100, -3.511], [-4.808, 0.927, -6.488], [-5.329, -0.218, -5.280], [-2.414, 0.232, -6.095], [-3.455, -1.001, -6.770], [-2.266, -2.206, -5.178], [-3.741, -1.851, -4.329], [-1.158, -0.416, -4.052], [-3.256, -0.373, -0.774], [-4.377, -2.476, -2.243], [-5.014, -0.966, -2.917], [-5.019, -1.528, 0.062], [-6.341, -1.972, -0.991], [-5.285, 0.895, -0.895], [-6.495, 0.327, 0.229], [-6.797, 0.372, -2.832], [-7.602, 1.435, -1.689], [-7.998, -0.283, -1.715]], "total_charge": 1, "energy_ev": -149534.2580, "lumo_ev": -1.61, "fmax_ev_per_a": 0.594, "e_above_lowest_kcal_mol": 0.0, "orbital_gap_ev": 8.6}